52
Properties=species:S:1:pos:R:3:nbo_charge:R:1 method="wB97M-V/def2-TZVPD" spin_multiplicity=1 total_charge=-1 fmax_ha_per_bohr=0.11989 de_lowest_ev=0.580 total_energy_ev=-147500.7013 homo_energy_ev=-7.4 homo_lumo_gap_ev=9.36
Ca -0.006 0.216 -0.102 1.812
N 1.682 -0.994 0.479 -1.276
S 2.479 -1.394 1.783 2.471
O 3.697 -0.697 1.972 -0.895
O 2.337 -2.695 2.332 -0.897
F 1.517 -0.569 2.802 -0.548
S 2.351 -2.147 -0.584 2.446
O 1.756 -3.425 -0.541 -0.871
O 3.694 -1.905 -0.943 -0.855
F 1.604 -1.452 -1.819 -0.518
N -1.252 -0.154 -1.822 -1.255
S -2.362 1.016 -2.369 2.447
O -3.568 0.957 -1.630 -0.918
O -2.354 1.462 -3.699 -0.844
F -1.591 2.216 -1.645 -0.516
S -1.760 -1.366 -2.697 2.458
O -1.317 -1.453 -4.037 -0.865
O -3.012 -1.979 -2.372 -0.926
F -0.798 -2.436 -1.954 -0.530
N 3.468 1.001 -2.659 -1.091
S 2.700 2.051 -1.742 2.475
O 1.419 1.663 -1.197 -1.049
O 2.861 3.442 -1.987 -0.905
F 3.642 1.870 -0.464 -0.507
S 2.938 1.505 -4.092 2.462
O 3.610 2.605 -4.667 -0.916
O 1.519 1.438 -4.235 -0.930
F 3.456 0.257 -4.931 -0.500
C -4.491 -0.977 0.640 -0.259
O -3.572 -2.087 0.815 -0.496
C -2.294 -1.826 0.874 1.040
O -1.773 -0.731 1.077 -0.764
O -1.522 -2.870 0.776 -0.472
C -1.978 -4.207 0.664 -0.260
H -4.042 -0.068 1.026 0.210
H -5.371 -1.238 1.218 0.188
H -4.669 -0.917 -0.428 0.232
H -2.938 -4.363 1.150 0.192
H -1.222 -4.866 1.084 0.209
H -2.053 -4.501 -0.385 0.208
C 1.996 3.863 1.602 -0.270
O 1.540 3.355 2.850 -0.474
C 0.654 2.384 2.834 1.029
O 0.350 1.693 1.889 -0.732
O 0.203 2.205 4.069 -0.479
C -0.758 1.170 4.236 -0.268
H 2.880 4.468 1.801 0.201
H 1.315 4.584 1.141 0.188
H 2.250 3.081 0.901 0.222
H -1.754 1.573 4.011 0.177
H -0.850 0.980 5.304 0.195
H -0.613 0.260 3.667 0.223